# 1
# C22H31CdN3O6

A structure of composition C22H31CdN3O6 at a distorted geometry (ωB97M-V with the def2-TZVPD basis set, OMol25).

DFT total energy = -44621.367 eV
F_max = 1.2 eV Å⁻¹
frontier orbital gap = 9.029 eV
charge = +2

The geometry in XYZ format:
```
63
Properties=species:S:1:pos:R:3:forces:R:3
Cd -0.261227 0.739189 0.181149 0.6 -0.6 0.1
C 1.347733 2.441167 -2.310569 0.4 0.2 0.3
C 1.622456 3.104691 -0.946578 -0.3 0.3 -0.3
O 1.732042 2.145392 0.091019 0.1 -0.3 0.2
C 2.924771 1.361078 0.014723 0.2 -0.4 0.2
C 2.708070 0.119427 0.863388 0.3 0.6 -0.2
O 1.591390 -0.592171 0.309692 0.1 0.2 0.0
C 1.262076 -1.762838 1.042984 -0.4 -0.5 0.4
C 0.839538 -1.441258 2.488226 0.5 0.0 -0.2
O 0.101902 -0.215700 2.507926 0.2 -0.1 -0.3
C -1.145614 -0.273611 3.175336 -0.4 0.1 0.1
C -2.218095 -0.998367 2.330144 0.2 -0.1 0.4
O -1.816350 -0.927908 0.967294 0.1 0.1 0.0
C -2.789050 -1.390719 0.043501 -0.1 -0.1 -0.6
C -2.080022 -1.659443 -1.282536 -0.4 -0.3 0.3
O -1.332927 -0.507797 -1.661396 0.1 0.1 0.1
C -0.407750 -0.774571 -2.713201 0.3 0.2 -0.3
C 0.170564 0.553940 -3.197484 -0.4 -0.5 -0.1
O 0.558599 1.290441 -2.052305 -0.1 0.0 0.0
H 2.281609 2.144882 -2.804360 -0.2 0.0 0.0
H 0.823884 3.150251 -2.965512 0.1 -0.1 0.1
H 0.779319 3.736223 -0.654811 0.1 0.0 -0.1
H 2.531356 3.714842 -0.998719 -0.2 0.0 0.0
H 3.770465 1.939290 0.405878 -0.1 -0.1 -0.1
H 3.131815 1.065652 -1.019054 0.0 0.1 0.1
H 2.487103 0.433825 1.889268 0.0 -0.2 -0.1
H 3.598975 -0.520877 0.842185 -0.2 0.1 0.0
H 2.111782 -2.454905 1.052426 -0.1 0.1 0.0
H 0.425761 -2.214688 0.500390 0.2 0.0 0.1
H 1.721813 -1.317642 3.126753 -0.2 0.0 0.0
H 0.248948 -2.272322 2.880276 0.0 0.0 0.0
H -1.417760 0.772973 3.334556 0.0 -0.1 0.1
H -1.041798 -0.762526 4.152101 -0.1 0.2 -0.2
H -3.191974 -0.515762 2.473112 0.1 -0.1 0.0
H -2.301253 -2.053372 2.622864 0.0 0.1 -0.1
H -3.581949 -0.640907 -0.078048 0.1 -0.1 0.1
H -3.236949 -2.327985 0.397441 0.0 0.1 -0.1
H -2.826433 -1.890124 -2.053826 0.1 0.0 0.1
H -1.410048 -2.523146 -1.175122 0.0 0.1 0.0
H -0.914861 -1.277341 -3.545575 0.1 0.0 0.1
H 0.402111 -1.414615 -2.337277 -0.1 0.0 0.0
H -0.579604 1.114545 -3.773056 0.1 0.0 0.1
H 1.033310 0.357408 -3.845739 -0.1 0.0 0.1
N -5.669344 7.571131 -5.816459 -0.2 0.4 -0.4
C -5.269176 6.875132 -5.002544 -0.1 0.0 0.0
C -4.759837 6.014940 -3.994810 0.2 -0.4 0.5
C -3.696116 5.162683 -4.286035 -0.1 0.1 0.1
C -3.171802 4.348555 -3.302085 -0.1 0.0 0.3
C -3.707235 4.370200 -2.013745 -0.5 0.7 -0.8
C -4.783733 5.208667 -1.730972 0.2 -0.2 0.1
C -5.307630 6.026824 -2.712471 0.1 0.0 -0.2
N -3.138659 3.580778 -0.984489 0.4 -0.5 0.3
C -3.483061 3.587587 0.338874 0.1 -0.3 0.7
C -2.633102 2.732873 0.975683 -0.4 0.3 0.1
N -1.770893 2.196300 0.059634 -0.7 0.8 -0.5
C -2.109763 2.726487 -1.107323 0.1 -0.1 0.0
H -3.280270 5.149294 -5.282102 0.0 0.0 0.0
H -2.344796 3.707147 -3.554340 0.1 -0.1 0.0
H -5.227185 5.236114 -0.748895 0.0 0.0 0.1
H -6.138340 6.678622 -2.486411 0.0 0.0 0.0
H -4.285760 4.167440 0.745357 -0.1 0.1 0.0
H -2.591309 2.493478 2.020218 0.0 0.0 0.1
H -1.633793 2.475141 -2.031793 0.0 0.0 -0.2
```
Forces are in eV/Å.

=====

# 2
# C22H31ClN2O4Ti

A structure of composition C22H31ClN2O4Ti at a distorted geometry (ωB97M-V with the def2-TZVPD basis set, OMol25).

DFT total energy = -70122.424 eV
F_max = 5.2 eV Å⁻¹
frontier orbital gap (alpha / beta) = 3.980 / 3.583 eV
charge = -1
2S+1 = 2

The geometry in XYZ format:
```
61
Properties=species:S:1:pos:R:3:forces:R:3
Ti -0.370093 -0.093255 -0.136815 3.5 0.1 1.0
Cl 1.661700 -0.246666 -1.271753 1.6 -0.2 -0.9
N 0.157432 1.942755 0.264839 -1.5 2.3 -1.4
N 0.025054 -2.135239 0.513158 -1.4 -2.2 -1.3
C -0.756119 2.801043 -0.163946 2.5 -2.8 1.1
C -0.704090 -3.008578 -0.161303 2.2 2.9 1.7
C 1.304455 2.725016 0.782706 -0.5 -0.2 0.0
C 0.654397 4.089627 1.023504 -0.8 0.1 0.1
C 2.391661 2.868137 -0.266001 0.2 -0.1 -0.4
C 1.851540 2.051364 2.020652 0.1 0.3 0.4
H 1.983966 3.319677 -1.181443 0.1 -0.1 0.1
H 2.815619 1.889222 -0.514346 -0.1 0.3 0.0
H 3.174709 3.528413 0.132717 -0.1 -0.1 -0.1
H 1.028041 1.830925 2.703858 0.3 0.0 -0.1
H 2.564412 2.730845 2.503945 0.1 -0.2 0.0
H 2.362773 1.117201 1.752159 -0.2 0.2 0.0
C 1.020740 -2.887877 1.324539 -0.6 0.4 -0.1
C 0.816865 -4.328048 0.845930 -0.4 -0.3 -0.6
C 0.697395 -2.763482 2.800606 -0.1 -0.1 0.4
C 2.428665 -2.401221 1.067528 0.4 -0.1 -0.1
H 2.653748 -2.440990 -0.000633 0.0 0.1 0.1
H 3.127524 -3.055468 1.606648 0.0 0.1 0.0
H 2.568768 -1.372002 1.420594 -0.1 -0.2 -0.2
H -0.345939 -3.036115 2.989058 0.1 0.2 0.0
H 0.870283 -1.741049 3.155638 -0.2 -0.1 -0.1
H 1.357561 -3.440511 3.360015 -0.1 0.1 0.0
O -0.371712 -4.272390 -0.019606 0.5 -1.8 0.3
H 0.613122 -5.051874 1.645950 0.0 0.3 -0.2
H 1.656980 -4.700442 0.241571 -0.3 0.1 0.0
O -0.576768 4.049996 0.193366 0.7 1.9 0.5
H 1.252033 4.951105 0.700217 -0.2 -0.3 0.0
H 0.354791 4.233787 2.071236 -0.1 -0.1 -0.3
C -1.900059 2.372949 -1.018984 -0.2 0.7 0.3
C -1.805834 -2.606695 -1.081923 -0.3 -0.9 0.2
C -1.476287 -1.379136 -1.843703 -0.8 1.8 -1.1
H -2.687929 -2.429312 -0.442042 0.2 0.0 -0.3
H -2.002374 -3.442141 -1.760638 -0.1 -0.1 0.2
C -1.769322 -0.111165 -1.320158 -2.2 -0.3 2.5
C -1.541040 1.174284 -1.819087 -0.8 -1.6 -0.8
H -1.421547 -0.104555 0.962134 -3.0 1.7 1.7
C -0.994326 1.154426 -3.064837 0.5 0.4 -1.0
C -0.709400 -0.062118 -3.710033 0.0 0.1 -0.6
C -0.666553 2.437626 -3.701842 0.6 1.4 -1.5
C -0.943594 -1.302318 -3.097613 0.4 -0.5 -0.8
H -0.337546 -0.038654 -4.754117 -0.1 0.0 0.8
C -0.576075 -2.557559 -3.768912 0.6 -1.3 -1.5
H -0.248963 -2.386590 -4.805605 0.0 0.0 0.2
H -1.413277 -3.266858 -3.840671 0.0 0.2 0.1
H 0.241830 -3.128004 -3.286707 -0.3 0.5 0.1
H -1.502776 3.152707 -3.695259 0.0 -0.2 0.1
H -0.398025 2.306852 -4.761093 0.0 0.0 0.2
H 0.183211 2.989354 -3.251290 -0.3 -0.5 0.1
H -2.175917 3.206642 -1.669518 -0.1 0.2 0.2
H -2.732463 2.150359 -0.329434 0.1 0.0 -0.4
C -1.684804 1.137674 4.100107 0.2 -0.1 -0.6
O -0.908492 0.977078 2.881629 -0.3 2.0 1.0
C -1.288858 0.016086 2.059637 0.0 -5.2 -0.2
O -1.947649 -0.998330 2.475422 0.3 1.4 0.8
H -1.280912 2.044928 4.562512 -0.1 -0.2 0.0
H -1.539486 0.261733 4.741241 -0.2 0.2 -0.1
H -2.741048 1.276816 3.836175 0.2 -0.1 0.2
```
Forces are in eV/Å.

=====

> Among the records above, which one has the lowest F_max?

C22H31CdN3O6